No. 1
Formula: C15H60N16O15
Source: OMol25
Level of theory: the ωB97M-V functional and the def2-TZVPD basis

Calculated values
Molar mass in g/mol: 704.7
Energy in Eh: -2612.19100
Kohn-Sham gap in eV: 8.82
Largest force on an atom in eV Å⁻¹: 6.42
Relative energy (zero: lowest compared OMol25 entry of this formula, charge and spin) in kcal/mol: 182.1

Last column: Löwdin charge in e.
Positions of all 106 atoms, in Å:
C: 4.240 5.353 1.626  -0.19
O: 3.628 4.166 1.192  -0.11
H: 3.449 5.855 2.183  0.07
H: 5.104 5.253 2.284  0.07
H: 4.578 6.085 0.892  0.08
H: 3.685 4.151 0.234  0.07
C: 6.482 -0.069 1.370  -0.21
O: 7.216 -0.604 0.346  -0.10
H: 6.145 0.967 1.351  0.07
H: 5.673 -0.761 1.604  0.09
H: 7.052 -0.016 2.298  0.07
H: 8.110 -0.255 0.366  0.08
C: -6.902 2.255 -0.408  -0.16
O: -7.248 3.611 -0.196  -0.14
H: -5.817 2.181 -0.483  0.07
H: -7.359 1.654 0.379  0.08
H: -7.296 2.047 -1.402  0.07
H: -6.844 4.156 -0.875  0.07
C: 1.376 -3.725 3.672  -0.15
O: 1.780 -2.364 3.895  -0.14
H: 0.676 -3.981 4.468  0.08
H: 1.093 -3.759 2.620  0.08
H: 2.186 -4.426 3.872  0.07
H: 1.002 -1.839 4.095  0.06
C: 1.893 2.372 5.276  -0.14
O: 0.845 1.749 6.050  -0.13
H: 2.267 3.205 5.871  0.08
H: 2.651 1.671 4.925  0.07
H: 1.564 2.837 4.347  0.06
H: 0.294 1.124 5.573  0.05
C: -5.637 -3.009 -2.092  -0.17
O: -4.565 -2.103 -2.291  -0.13
H: -6.485 -2.635 -2.666  0.08
H: -5.308 -4.026 -2.307  0.08
H: -5.940 -3.088 -1.047  0.07
H: -4.205 -2.455 -3.109  0.06
C: -4.155 -3.838 2.777  -0.19
O: -2.911 -3.734 2.181  -0.11
H: -4.872 -3.198 2.263  0.07
H: -4.489 -4.875 2.783  0.08
H: -4.203 -3.547 3.827  0.07
H: -2.590 -2.831 2.234  0.08
C: -0.852 4.597 -3.495  -0.84
O: -0.291 5.547 -3.101  0.08
N: -0.311 3.389 -3.666  0.16
N: -2.015 4.673 -4.049  0.16
H: -0.829 2.586 -3.993  0.10
H: 0.655 3.325 -3.377  0.11
H: -2.508 3.832 -4.313  0.11
H: -2.439 5.495 -3.643  0.12
C: 4.070 -3.643 -3.260  -0.87
O: 4.927 -3.782 -4.074  0.05
N: 3.957 -2.698 -2.399  0.18
N: 3.103 -4.477 -3.196  0.17
H: 4.800 -2.144 -2.454  0.13
H: 3.207 -2.638 -1.725  0.11
H: 2.895 -5.258 -3.802  0.13
H: 2.368 -4.056 -2.646  0.10
C: -0.972 5.274 1.990  -0.82
O: -1.153 4.149 1.665  0.04
N: -1.127 5.569 3.293  0.15
N: -0.854 6.311 1.250  0.19
H: -1.241 4.786 3.921  0.11
H: -1.206 6.560 3.469  0.10
H: -0.493 7.095 1.774  0.11
H: -0.700 6.156 0.264  0.13
C: -0.096 -0.574 -0.241  -0.74
O: 0.296 -1.617 -0.767  -0.01
N: -1.374 -0.381 0.123  0.16
N: 0.741 0.383 0.137  0.17
H: -1.963 -0.852 -0.549  0.11
H: -1.707 0.470 0.552  0.10
H: 0.348 1.303 0.279  0.10
H: 1.696 0.286 -0.176  0.11
C: 5.646 2.785 -3.426  -0.77
O: 4.527 2.896 -2.883  -0.01
N: 6.703 2.236 -2.902  0.17
N: 5.873 3.118 -4.658  0.15
H: 7.439 2.137 -3.586  0.11
H: 6.661 1.700 -2.047  0.12
H: 5.140 3.589 -5.169  0.12
H: 6.829 3.211 -4.972  0.11
C: -0.738 -7.451 0.973  -0.80
O: -0.066 -8.469 0.721  -0.01
N: -1.028 -6.510 0.166  0.18
N: -1.061 -7.158 2.184  0.16
H: -0.855 -6.534 -0.829  0.13
H: -1.334 -5.666 0.629  0.10
H: -1.290 -6.187 2.339  0.10
H: -0.849 -7.834 2.904  0.13
C: -3.206 0.359 4.900  -0.79
O: -2.174 -0.215 4.727  0.05
N: -3.566 1.473 4.278  0.16
N: -4.089 0.032 5.812  0.16
H: -4.377 1.997 4.576  0.11
H: -2.901 1.858 3.623  0.11
H: -4.756 0.736 6.093  0.10
H: -3.881 -0.614 6.560  0.12
C: -1.667 -2.762 -6.460  -0.82
O: -2.345 -3.515 -5.787  0.03
N: -1.582 -2.734 -7.725  0.17
N: -0.635 -2.131 -5.967  0.15
H: -0.878 -2.158 -8.165  0.12
H: -2.243 -3.380 -8.132  0.13
H: 0.028 -1.614 -6.527  0.11
H: -0.423 -2.415 -5.022  0.12

Forces on atoms 1 to 2 (eV/Å):
C -0.60 1.23 0.93
O 0.63 -0.27 -0.66

***

No. 2
Formula: C9H16N2O4
Source: OMol25
Level of theory: the ωB97M-V functional and the def2-TZVPD basis

Calculated values
Molar mass in g/mol: 216.2
Energy in Eh: -762.91651
Kohn-Sham gap in eV: 8.78
Largest force on an atom in eV Å⁻¹: 6.09
Relative energy (zero: lowest compared OMol25 entry of this formula, charge and spin) in kcal/mol: 90.2
SMILES string: C[C@@H](O)[C@H](NC(=O)[C@@H]1CCCN1)C(=O)O

Last column: Löwdin charge in e.
Positions of all 31 atoms, in Å:
C: 3.162 -1.598 -1.761  -0.04
C: 1.750 -1.220 -1.253  -0.35
O: 0.985 -2.459 -1.041  -0.07
C: 1.719 -0.285 -0.104  -0.19
N: 0.601 0.528 0.101  0.12
C: -0.706 0.187 0.153  -0.32
O: -1.054 -0.908 -0.363  0.01
C: -1.931 0.927 0.775  -0.21
C: -2.796 0.015 1.813  -0.05
C: -4.328 -0.110 1.202  -0.08
C: -4.270 1.140 0.199  -0.22
N: -2.918 1.413 -0.183  -0.08
C: 2.845 0.741 0.126  -0.49
O: 2.703 1.926 0.214  0.12
O: 3.968 0.217 0.416  0.19
H: 2.838 -2.562 -2.209  0.09
H: 3.583 -0.965 -2.563  0.09
H: 3.982 -1.822 -1.107  0.06
H: 1.307 -0.797 -2.194  0.16
H: 0.055 -2.184 -0.799  0.06
H: 1.837 -0.962 0.668  0.15
H: 0.751 1.528 0.227  0.14
H: -1.519 1.821 1.248  0.12
H: -2.761 0.194 2.885  0.10
H: -2.290 -0.890 1.769  0.06
H: -4.624 -0.897 0.658  0.04
H: -4.874 -0.323 2.079  0.08
H: -4.757 0.830 -0.839  0.14
H: -4.672 2.127 0.621  0.11
H: -2.823 1.586 -1.201  0.14
H: 4.704 0.743 0.626  0.12

Forces on atoms 1 to 2 (eV/Å):
C -0.95 -1.54 -1.04
C -0.34 -0.81 -3.36

***

No. 3
Formula: C17H13CaIN4O2
Source: OMol25
Level of theory: the ωB97M-V functional and the def2-TZVPD basis

Calculated values
Molar mass in g/mol: 472.3
Energy in Eh: -2000.37950
Kohn-Sham gap in eV: 7.87
Largest force on an atom in eV Å⁻¹: 0.65
Relative energy (zero: lowest compared OMol25 entry of this formula, charge and spin) in kcal/mol: 0.0

Last column: Löwdin charge in e.
Positions of all 38 atoms, in Å:
Ca: -1.355 -0.522 -1.634  1.28
C: -0.299 -3.077 3.663  -0.09
C: 0.013 -1.759 3.976  -0.08
C: -0.202 -0.744 3.059  -0.03
C: -0.736 -1.069 1.818  -0.25
C: -1.053 -2.380 1.495  -0.04
C: -0.834 -3.389 2.423  -0.08
N: -0.976 -0.094 0.785  -0.05
N: -0.846 1.089 1.146  0.07
C: -1.054 2.134 0.172  -0.33
C: -1.002 3.382 0.798  -0.05
C: -1.180 4.526 0.039  -0.10
C: -1.391 4.384 -1.327  -0.10
C: -1.419 3.122 -1.912  -0.17
C: -1.257 1.922 -1.206  -0.20
H: -0.125 -3.858 4.391  0.10
H: 0.429 -1.522 4.947  0.10
H: 0.039 0.282 3.291  0.10
H: -1.499 -2.616 0.535  0.09
H: -1.088 -4.411 2.175  0.11
H: -0.826 3.435 1.864  0.10
H: -1.155 5.504 0.501  0.10
H: -1.535 5.265 -1.942  0.10
H: -1.582 3.084 -2.986  0.08
I: 0.874 -3.492 -2.256  0.96
C: 1.942 -1.737 -1.917  -0.79
C: 3.325 -1.760 -1.843  -0.13
C: 3.980 -0.561 -1.616  -0.05
C: 3.236 0.600 -1.473  -0.04
C: 1.859 0.518 -1.563  -0.12
N: 1.215 -0.636 -1.783  -0.08
H: 3.866 -2.687 -1.958  0.10
H: 5.060 -0.536 -1.551  0.11
H: 3.703 1.557 -1.294  0.11
H: 1.224 1.390 -1.457  0.09
O: -3.463 -1.504 -1.479  -0.28
N: -3.474 -2.022 -2.620  -0.24
O: -2.414 -1.817 -3.264  -0.31

Forces on atoms 1 to 2 (eV/Å):
Ca 0.19 0.26 -0.02
C -0.01 -0.06 0.01

***

No. 4
Formula: C2H4N2O
Source: OMol25
Level of theory: the ωB97M-V functional and the def2-TZVPD basis

Calculated values
Molar mass in g/mol: 72.1
Energy in Eh: -263.33263
Kohn-Sham gap in eV: 9.56
Largest force on an atom in eV Å⁻¹: 3.35
Relative energy (zero: lowest compared OMol25 entry of this formula, charge and spin) in kcal/mol: 19.2
SMILES string: [H]/N=C(/N)C=O

Last column: Löwdin charge in e.
Positions of all 9 atoms, in Å:
H: -0.940 1.791 0.060  0.06
N: 0.101 1.605 0.012  0.12
C: 0.197 0.324 -0.018  -0.48
N: 1.377 -0.371 -0.106  0.10
C: -1.132 -0.467 0.009  -0.17
O: -2.232 0.080 -0.129  0.03
H: 2.286 0.024 -0.255  0.09
H: 1.399 -1.383 0.139  0.11
H: -1.056 -1.603 0.288  0.14

Forces on atoms 1 to 2 (eV/Å):
H 1.42 0.07 -0.23
N -0.99 -0.91 0.09

***

What did the fourth record say?
Formula: C2H4N2O
Source: OMol25
Level of theory: the ωB97M-V functional and the def2-TZVPD basis

Calculated values
Molar mass in g/mol: 72.1
Energy in Eh: -263.33263
Kohn-Sham gap in eV: 9.56
Largest force on an atom in eV Å⁻¹: 3.35
Relative energy (zero: lowest compared OMol25 entry of this formula, charge and spin) in kcal/mol: 19.2
SMILES string: [H]/N=C(/N)C=O

Last column: Löwdin charge in e.
Positions of all 9 atoms, in Å:
H: -0.940 1.791 0.060  0.06
N: 0.101 1.605 0.012  0.12
C: 0.197 0.324 -0.018  -0.48
N: 1.377 -0.371 -0.106  0.10
C: -1.132 -0.467 0.009  -0.17
O: -2.232 0.080 -0.129  0.03
H: 2.286 0.024 -0.255  0.09
H: 1.399 -1.383 0.139  0.11
H: -1.056 -1.603 0.288  0.14

Forces on atoms 1 to 2 (eV/Å):
H 1.42 0.07 -0.23
N -0.99 -0.91 0.09

***

Which of these has the highest energy?
C2H4N2O